(1)
Below is a structure of composition C5H8CrLiO4 at a distorted geometry, with properties calculated with the ωB97M-V functional and the def2-TZVPD basis.

ORCA input file:
```
! wB97M-V def2-TZVPD RIJCOSX def2/J DEFGRID3
* xyz 0 6
C -3.10441 0.46636 -0.44352
C -1.62778 0.82184 -0.39622
O -0.91013 0.39251 -1.44472
Li 0.67747 0.98807 -2.02700
H -3.62139 0.78061 0.47634
H -3.59590 0.94825 -1.30236
H -3.21894 -0.62529 -0.54093
H -1.02344 0.22270 0.57783
H -1.51900 1.92304 -0.25319
O 1.47053 -2.14553 1.19305
C 2.33576 -0.21140 -1.29391
C 0.86331 -1.06570 1.38388
O 2.99985 -1.15834 -1.71752
O 2.61217 -0.08857 0.11478
C 1.52433 0.21858 0.96020
Cr 3.30517 -2.05393 0.19253
H 0.19734 -0.98689 2.26238
H 1.88001 0.76624 1.84512
H 0.75504 0.80748 0.41327
*
```

Calculated values
Energy relative to the best compared isomer or geometry (same formula, charge and spin) = 11.6 kcal per mole
<S²> = 8.7542
Highest occupied orbital energy (spin up / spin down) = -7.07 / -7.53 eV
Energy = -42127.3478 eV

=====

(2)
Below is a structure of composition C34H42AgAsN6O2S, with properties calculated with the ωB97M-V functional and the def2-TZVPD basis.

ORCA input file:
```
! wB97M-V def2-TZVPD RIJCOSX def2/J DEFGRID3
* xyz 0 1
Ag 0.72717 0.33464 -0.13588
C -3.00097 0.70320 4.17284
C -3.53322 -0.09788 3.17044
C -2.70575 -0.72073 2.24627
C -1.31618 -0.55666 2.29930
C -0.79684 0.29608 3.28244
C -1.62434 0.90095 4.21411
N -0.41704 -1.12136 1.39452
C -0.55531 -2.35723 0.94205
C -1.35270 -3.38482 1.57100
C -1.26523 -4.68493 1.18401
C -0.42056 -5.09948 0.11711
C 0.31912 -4.16514 -0.53823
C 0.24403 -2.79448 -0.18326
N 0.83183 -1.81081 -0.94325
N 1.70509 -2.16535 -1.78458
C 2.30701 -1.10125 -2.49679
C 2.97075 -1.43750 -3.67769
C 3.68267 -0.46367 -4.34435
C 3.71965 0.82652 -3.82323
C 3.02034 1.07091 -2.65554
N 2.33401 0.13409 -2.00364
H -3.64878 1.17482 4.90116
H -4.60614 -0.24082 3.10823
H -3.13343 -1.34439 1.47040
H 0.27174 0.47750 3.28101
H -1.19048 1.53313 4.98098
H -1.97609 -3.11643 2.41175
H -1.84750 -5.42998 1.71470
H -0.37712 -6.14118 -0.17208
H 0.95340 -4.43474 -1.37160
H 2.90684 -2.45741 -4.03445
H 4.20978 -0.70148 -5.26007
H 4.28451 1.61431 -4.30192
H 3.00457 2.05846 -2.20660
C 0.64388 -2.50187 -6.35146
C -0.15163 -2.07602 -5.14533
C -0.17739 -0.74226 -4.74807
C -0.86844 -0.34668 -3.61184
C -1.55938 -1.29710 -2.88269
C -1.54677 -2.63384 -3.24914
C -0.84426 -3.01482 -4.38212
S -2.40224 -0.77775 -1.39523
C -4.03485 -0.55973 -2.12011
O -1.89524 0.59527 -1.09347
H 0.70766 -1.69763 -7.08426
H 0.19891 -3.37314 -6.83177
H 1.66502 -2.76833 -6.06560
H 0.37097 -0.00349 -5.32275
H -0.86526 0.68178 -3.26909
H -2.05700 -3.37531 -2.64305
H -0.82034 -4.05977 -4.67052
H -3.94173 0.02921 -3.03129
H -4.62317 -0.02580 -1.37397
H -4.47659 -1.53602 -2.32366
C 2.50066 -1.49006 3.00369
As 3.45790 -0.24763 1.90169
C 4.20048 -1.28372 0.46498
C 4.98435 0.31279 2.93286
O 2.56752 1.07457 1.45419
H 3.13597 -2.34287 3.24337
H 1.60985 -1.80965 2.46402
H 2.19973 -0.98234 3.91841
H 4.96741 -1.94315 0.87217
H 4.63617 -0.60652 -0.26727
H 3.42016 -1.87502 -0.01149
H 5.52929 -0.53737 3.34210
H 4.62970 0.95240 3.73844
H 5.63746 0.89195 2.28231
N 0.12604 2.51989 -0.09804
C -0.44863 3.20874 0.62872
N -1.10891 3.99592 1.46103
C -0.45174 5.19799 1.98061
C -0.93486 5.46728 3.39652
C -2.45990 5.57678 3.41182
C -3.07870 4.28555 2.87810
C -2.57419 3.97448 1.47690
H -0.70219 6.05364 1.33986
H 0.62420 5.04331 1.93710
H -0.47036 6.38275 3.76808
H -0.62009 4.64082 4.03936
H -2.76538 6.42002 2.78184
H -2.81881 5.78055 4.42168
H -4.16794 4.35592 2.85071
H -2.81495 3.45602 3.53585
H -2.95540 4.72347 0.77060
H -2.90177 2.98987 1.14607
*
```

Calculated values
Energy relative to the best compared isomer or geometry (same formula, charge and spin) = 5.8 kcal per mole
Highest occupied orbital energy = -6.18 eV
Energy = -124646.3700 eV

=====

(3)
Below is a structure of composition C19H22N2O2 at a distorted geometry, with properties calculated with the ωB97M-V functional and the def2-TZVPD basis.

ORCA input file:
```
! wB97M-V def2-TZVPD RIJCOSX def2/J DEFGRID3
* xyz 0 1
C 0.69919 0.72811 3.73916
H -0.15891 0.30575 3.12089
O 1.88148 0.28515 3.40487
C 2.48387 0.31952 2.26619
C 3.74848 -0.15042 2.20597
C 4.41114 -0.41998 0.91721
C 3.80364 0.02946 -0.11648
C 2.50891 0.89013 -0.16237
C 1.95910 0.94125 1.10153
H 0.92313 1.38743 1.29905
C 1.84707 1.29147 -1.48942
O 2.23404 2.46781 -1.92836
C 0.62590 0.66625 -1.72564
C 1.24060 -0.61538 -2.86692
C 0.13734 -1.25919 -3.39668
C -0.66722 -2.09636 -2.21311
N -1.32594 -0.93489 -1.28107
C -0.18228 -0.22943 -0.75076
H -0.78011 0.63522 -0.30845
H 0.43635 -0.94140 -0.20587
C -2.14698 -1.35223 -0.45314
C -2.74317 -0.48840 0.24530
N -2.60139 -0.29156 1.49927
C -3.10957 0.59527 2.26686
C -3.99749 1.91673 1.47969
C -4.34652 1.62349 0.31225
C -3.69975 0.62782 -0.19449
H -3.87786 0.46381 -1.59933
H -4.82847 2.23366 -0.09097
H -4.47741 2.44639 2.34653
H -2.93950 0.83393 3.21144
H -2.92399 -1.90985 -0.95173
H -1.70527 -2.11166 0.25775
H -1.54824 -2.49061 -2.59086
H -0.09743 -2.67173 -1.60606
H 0.49351 -2.27336 -4.19143
H -0.52213 -0.58369 -4.05826
H 1.84735 -0.35665 -3.54030
H 1.93803 -1.22885 -2.23913
H 0.14384 1.05108 -2.58965
H 4.08877 -0.01579 -1.15068
H 5.45793 -1.11631 0.68175
H 4.35506 -0.79221 2.98075
H 0.76502 1.88977 3.65926
H 0.64990 0.70044 4.70545
*
```

Calculated values
Energy relative to the best compared isomer or geometry (same formula, charge and spin) = 463.4 kcal per mole
Highest occupied orbital energy = -8.33 eV
Energy = -27117.0340 eV